[1]
This record from OMol25 describes C25H16FeN7O6Se2 as an isolated structure in a non-equilibrium geometry. The level of theory is ωB97M-V/def2-TZVPD.

The value obtained for the HOMO energy (spin up / spin down) is -8.29 / -8.29 eV. Its largest force on an atom is 3.55 eV/Å. Its spin multiplicity is 2. The expectation value of S² is 1.177. The calculation puts the energy above the lowest of the compared OMol25 structures with the same formula, charge and spin at 119.1 kJ/mol. As for the charge: 0. The value obtained for the calculated total energy is -7863.539387 a.u. Its gap between HOMO and LUMO (spin up / spin down) is 7.163 / 7.159 eV.

The geometry in XYZ format:
```
57
Properties=species:S:1:pos:R:3:forces:R:3
Fe -0.292072 -0.333762 0.311561 0.8 -1.6 3.1
O 4.342979 2.976321 0.043957 0.0 -0.1 0.1
C 4.774090 1.703734 -0.025324 0.0 0.1 0.0
C 6.150965 1.497766 -0.124789 0.0 0.0 0.0
C 6.663835 0.218287 -0.175975 0.0 0.0 0.0
C 5.820800 -0.891701 -0.136961 0.0 0.0 0.0
C 4.458400 -0.691238 -0.062833 0.0 0.0 -0.1
C 3.913402 0.594180 -0.009569 0.0 0.0 0.0
C 2.446896 0.737053 0.093240 0.2 -0.2 -0.1
O 1.721467 -0.278402 -0.113674 0.1 0.4 -0.6
N 1.957989 1.925244 0.425878 -0.2 -0.1 0.1
N 0.617225 1.788799 0.563893 0.1 0.3 -0.2
C -0.071282 2.808047 0.877264 -0.1 0.1 -0.1
C -1.508904 2.582499 1.015200 0.1 0.0 0.0
C -2.380811 3.605071 1.346571 0.0 0.0 0.0
C -3.732297 3.318846 1.448710 0.0 0.1 0.0
C -4.151134 2.023990 1.219061 -0.1 0.0 0.0
C -3.208694 1.051805 0.911038 0.2 0.1 0.0
N -1.902362 1.314016 0.817786 -0.5 0.1 -0.4
H 3.376383 2.951647 0.228936 0.0 0.0 0.0
H 6.795471 2.366766 -0.148226 0.0 0.0 0.0
H 7.736003 0.080046 -0.244006 0.0 0.0 0.0
H 6.228116 -1.893095 -0.167338 0.0 0.0 0.0
H 3.773569 -1.529681 -0.049357 0.0 0.0 0.0
H 0.372810 3.788344 1.028299 0.0 0.0 0.0
H -1.997856 4.603719 1.511112 0.0 0.0 0.0
H -4.442227 4.098071 1.694436 0.0 0.0 0.0
H -5.195503 1.750072 1.265479 0.0 0.0 0.0
H -3.516320 0.035139 0.731198 0.0 0.0 0.0
Se 1.695713 -5.466245 5.715023 0.0 0.0 -0.1
N 1.104547 -3.780324 5.773172 0.0 -0.2 0.0
C 0.961803 -3.389702 4.540009 0.0 0.2 -0.1
C 0.534819 -2.036745 4.172684 0.1 -0.2 0.0
C 0.214715 -1.057433 5.105696 0.0 0.0 0.1
C -0.096878 0.205312 4.655162 0.0 0.0 0.0
C -0.086635 0.455269 3.287422 0.1 -0.1 0.0
N 0.179764 -0.480671 2.383367 -0.1 0.6 0.1
C 0.479160 -1.711553 2.822067 0.0 -0.1 -0.1
C 0.762928 -2.705753 1.796233 0.0 0.2 0.1
N 0.625694 -2.276824 0.544404 -0.4 -0.1 -0.6
C 0.896109 -3.093023 -0.458480 0.1 0.0 0.0
C 1.308661 -4.408117 -0.243594 0.0 0.0 0.0
C 1.433945 -4.867851 1.045817 0.1 0.0 0.0
C 1.170807 -3.994517 2.102051 0.0 -0.1 0.1
C 1.297445 -4.355005 3.513500 0.0 0.1 -0.2
N 1.713677 -5.516764 3.927761 0.0 0.0 0.2
H 0.227120 -1.302273 6.159672 0.0 0.0 0.0
H -0.342525 1.003066 5.341442 0.0 0.0 0.0
H -0.290659 1.443868 2.912402 -0.1 0.0 0.0
H 0.774597 -2.687130 -1.453208 -0.1 0.0 0.0
H 1.491317 -5.051831 -1.091851 0.0 0.0 0.0
H 1.733858 -5.884797 1.261385 0.0 0.0 0.0
O -3.740965 -1.526546 -0.883139 0.3 -0.2 0.2
Se -2.241488 -1.981959 -0.533218 0.1 0.5 -0.6
O -1.857683 -3.523447 -0.772631 -0.1 0.3 0.2
O -1.080623 -0.939805 -1.262569 -0.2 -0.1 -0.9
O -1.748760 -1.395085 0.997056 -0.4 0.0 -0.2
```
Forces are in eV/Å.



[2]
This record from OMol25 describes C25H17FeN6S as an isolated structure. The level of theory is ωB97M-V/def2-TZVPD.

The value obtained for the HOMO energy (spin up / spin down) is -14.49 / -14.47 eV. Its largest force on an atom is 0.55 eV/Å. Its spin multiplicity is 6. The expectation value of S² is 8.799. As for the charge: +2. The value obtained for the calculated total energy is -2952.834959 a.u. Its gap between HOMO and LUMO (spin up / spin down) is 7.600 / 5.147 eV.

The geometry in XYZ format:
```
50
Properties=species:S:1:pos:R:3:forces:R:3
Fe 0.035180 -1.028322 -0.138292 0.0 0.4 0.0
C -3.901900 -2.225506 1.223625 0.1 -0.1 -0.1
C -4.616878 -1.049936 1.317715 0.0 0.1 0.0
C -4.093064 0.087280 0.723328 -0.1 -0.1 0.0
C -2.851311 0.027718 0.043164 0.0 0.0 -0.2
N -2.110459 -1.141644 0.025534 0.0 0.0 0.2
C -2.646953 -2.212924 0.582338 -0.2 0.0 -0.1
N -2.515811 1.133828 -0.611739 0.2 0.1 0.1
C -1.401621 1.295032 -1.377237 -0.2 0.1 0.1
N -0.260896 0.656165 -1.224065 0.0 -0.2 -0.2
C 0.596736 1.068291 -2.278152 0.1 0.2 0.1
N 1.712724 0.560149 -2.597810 0.0 -0.2 0.0
C 2.265303 -0.620121 -2.099773 -0.1 0.0 0.0
C 3.593303 -0.856415 -2.439710 0.1 0.0 -0.1
C 4.182100 -2.065106 -2.127225 0.0 0.0 0.0
C 3.427417 -3.044647 -1.492906 0.0 0.0 0.0
C 2.128426 -2.743813 -1.162504 0.0 0.0 0.0
N 1.547430 -1.553680 -1.428393 0.1 -0.1 0.0
C -0.087749 2.140506 -3.026942 0.0 -0.1 0.1
C 0.284103 2.883708 -4.122553 0.0 0.0 0.0
C -0.664202 3.772061 -4.633658 0.0 0.0 0.0
C -1.933111 3.895865 -4.069131 0.1 0.0 0.0
C -2.305650 3.135105 -2.966569 0.0 0.0 0.1
C -1.354477 2.264608 -2.461419 -0.1 0.0 0.0
H -4.276909 -3.148858 1.642959 0.0 0.0 0.0
H -5.571834 -1.018606 1.824572 0.0 0.0 0.0
H -4.617636 1.032020 0.723502 0.0 0.0 0.0
H -2.066290 -3.127440 0.532099 0.0 0.0 0.1
H 4.122724 -0.084210 -2.978985 0.0 0.0 0.0
H 5.210883 -2.255711 -2.403342 0.0 0.0 0.0
H 3.834785 -4.018379 -1.262918 0.0 0.0 0.0
H 1.507713 -3.481513 -0.665988 0.0 0.0 0.0
H 1.266666 2.788187 -4.563964 0.0 0.0 0.0
H -0.410336 4.378657 -5.492527 0.0 0.0 0.0
H -2.638331 4.592670 -4.500498 0.0 0.0 0.0
H -3.288029 3.223915 -2.523525 0.0 0.0 0.0
S 0.487412 -2.095574 4.150731 -0.1 0.0 0.1
C -0.212174 -1.357571 2.800594 0.0 0.1 0.0
N 0.604379 -0.962515 1.849398 0.1 -0.5 0.1
C 1.935274 -1.238636 2.217157 -0.1 0.2 0.0
C 3.078625 -0.856343 1.512129 0.0 -0.1 0.0
C 4.305679 -1.186116 2.039479 0.0 0.0 0.0
C 4.414457 -1.878025 3.256623 0.0 0.0 0.0
C 3.297016 -2.226251 3.980572 0.0 0.0 0.0
C 2.052790 -1.886433 3.447000 0.1 0.0 0.0
H -1.280079 -1.197423 2.753116 0.0 -0.1 0.0
H 2.999628 -0.283673 0.597203 0.0 0.0 0.0
H 5.206175 -0.891347 1.517465 0.0 0.0 0.0
H 5.394230 -2.117213 3.646723 0.0 0.0 0.0
H 3.382348 -2.727065 4.935084 0.0 0.0 0.0
```
Forces are in eV/Å.



[3]
This record from OMol25 describes C25H18AsBCoF4NO4S as an isolated structure. The level of theory is ωB97M-V/def2-TZVPD.

The value obtained for the HOMO energy (spin up / spin down) is -9.46 / -9.57 eV. Its largest force on an atom is 0.34 eV/Å. Its spin multiplicity is 5. The expectation value of S² is 6.035. The calculation puts the energy above the lowest of the compared OMol25 structures with the same formula, charge and spin at 17.3 kJ/mol. As for the charge: 0. The value obtained for the calculated total energy is -5760.377484 a.u. Its gap between HOMO and LUMO (spin up / spin down) is 8.875 / 5.910 eV.

The geometry in XYZ format:
```
56
Properties=species:S:1:pos:R:3:forces:R:3
Co -1.361054 -1.666776 -0.878846 0.2 -0.2 -0.1
S -1.802962 -1.817429 1.488333 0.1 0.0 -0.1
C -0.483041 -1.217711 2.385401 0.1 0.0 0.1
C -0.465478 -1.572058 3.756338 -0.1 0.0 0.0
C 0.589948 -1.221894 4.568880 -0.1 0.0 0.0
C 1.645866 -0.500396 4.031237 0.0 0.0 0.0
C 1.631509 -0.108207 2.692546 0.0 0.1 0.0
C 0.585306 -0.441016 1.855725 0.0 0.0 -0.1
As 0.447212 0.318722 0.052045 0.1 0.3 0.1
C 2.116867 1.331182 -0.010984 0.0 -0.2 -0.1
C 3.317288 0.786688 -0.462521 -0.1 -0.1 0.0
C 4.470234 1.558235 -0.476946 0.0 0.0 0.0
C 4.431669 2.874841 -0.038631 0.0 0.0 0.0
C 3.237584 3.421280 0.404528 0.0 0.1 0.0
C 2.082434 2.654319 0.410450 -0.1 0.1 0.1
C 0.924891 -1.258156 -1.003491 0.0 0.0 0.0
C 0.719081 -1.153500 -2.391961 0.0 0.0 0.0
C 1.091277 -2.201859 -3.224416 0.0 0.0 0.0
C 1.653511 -3.346541 -2.686136 0.0 0.0 -0.1
C 1.848151 -3.463861 -1.316263 0.0 0.0 0.1
C 1.488139 -2.428451 -0.473470 0.0 0.0 0.0
H -1.302338 -2.139472 4.140044 0.0 0.0 0.0
H 0.594306 -1.508022 5.611101 0.0 0.0 0.0
H 2.485656 -0.225871 4.655326 0.0 0.0 0.0
H 2.458963 0.480470 2.317513 0.0 0.0 0.0
H 3.357031 -0.239374 -0.809688 0.0 0.0 0.0
H 5.397244 1.129408 -0.833446 0.0 0.0 0.0
H 5.330328 3.476814 -0.051644 0.0 0.0 0.0
H 3.202263 4.450088 0.736912 0.0 0.0 0.0
H 1.150800 3.100263 0.743654 0.0 0.0 0.0
H 0.250526 -0.269255 -2.815716 0.1 0.0 0.0
H 0.909856 -2.130190 -4.286990 0.0 0.0 0.0
H 1.904285 -4.176168 -3.331165 0.0 0.0 0.0
H 2.242038 -4.380943 -0.904205 0.0 0.0 0.0
H 1.627094 -2.531233 0.596193 0.0 0.0 0.0
O -1.597798 1.090192 -3.261408 0.1 0.1 0.1
C -2.198140 0.780035 -2.251433 -0.1 0.1 -0.1
O -2.370951 -0.443057 -1.840830 -0.2 0.0 0.0
C -2.806920 1.844676 -1.367950 0.0 0.0 0.0
C -2.911383 3.152133 -1.830006 0.0 -0.1 0.0
C -3.397945 4.156058 -1.005948 0.0 0.0 0.1
C -3.757495 3.873760 0.304029 0.0 -0.1 -0.1
C -3.625181 2.567899 0.747398 0.0 0.0 -0.1
C -3.178944 1.544500 -0.065309 0.0 0.2 -0.1
N -3.943709 2.254067 2.150060 0.1 0.1 0.0
O -3.626237 1.155713 2.567138 -0.1 0.0 0.0
O -4.469732 3.121096 2.816229 0.0 -0.1 0.0
H -2.596207 3.361555 -2.843593 0.0 0.0 0.0
H -3.485016 5.167300 -1.378616 0.0 0.0 0.0
H -4.123283 4.635945 0.974963 0.0 0.0 0.0
H -3.106580 0.539582 0.314946 0.0 0.0 0.0
F -2.457163 -5.677637 -1.645561 -0.2 0.0 0.0
B -1.303174 -4.964935 -1.733666 0.1 -0.1 0.0
F -1.642636 -3.566736 -1.166090 -0.1 0.1 0.0
F -0.879164 -4.742659 -3.020035 0.0 0.1 -0.1
F -0.298826 -5.433417 -0.914027 0.1 0.0 0.1
```
Forces are in eV/Å.



Question: The highest calculated total energy belongs to which entry?
Answer: C25H17FeN6S